1.
{
  "formula": "N4NiO16S",
  "method": "the ωB97M-V functional and the def2-TZVPD basis",
  "orbital_gap_ev": [4.2, 4.2],
  "spin_multiplicity": 3,
  "max_force_ev_per_a": 12.216,
  "lumo_ev": [9.560, 9.559],
  "charge": -4,
  "homo_ev": [5.38, 5.38],
  "species": ["Ni", "N", "O", "O", "O", "N", "O", "O", "O", "N", "O", "O", "O", "N", "O", "O", "O", "S", "O", "O", "O", "O"],
  "coordinates": [[-3.69564, -8.10271, 7.40329], [-2.42438, -9.13990, 9.51386], [-1.57716, -8.89547, 10.33812], [-2.76197, -10.21526, 9.29057], [-3.13757, -8.12994, 9.20441], [-2.87078, -7.37432, 4.56580], [-3.45024, -6.89586, 5.68143], [-1.98552, -6.65478, 4.09649], [-3.07302, -8.48224, 4.21829], [-7.64936, -8.63636, 9.86247], [-8.55728, -7.78493, 10.26851], [-6.61932, -8.86630, 10.30257], [-8.16085, -8.80456, 8.73580], [-3.85642, -10.14708, 6.70564], [-4.14595, -11.26013, 6.19456], [-4.82468, -9.61169, 7.41326], [-2.82629, -9.60229, 6.62887], [-5.42413, -5.33831, 8.36624], [-6.87073, -5.60120, 8.71803], [-5.15389, -4.19943, 7.48414], [-4.88311, -5.09656, 9.78880], [-4.90377, -6.58518, 7.74448]],
  "atomic_forces_ev_per_a": [[-1.42, 5.82, 0.57], [-1.17, 5.13, 3.39], [3.74, 0.34, 1.76], [-1.43, -6.57, -2.57], [0.36, 0.47, -0.87], [0.74, 3.31, 4.91], [0.61, -1.22, -2.42], [0.33, 0.47, -1.40], [-1.11, -2.90, -1.88], [-9.43, 6.46, -4.31], [0.82, 0.96, 6.77], [4.74, -2.26, 2.42], [3.08, -5.66, -4.49], [-8.25, -5.94, 0.79], [1.48, 0.86, -0.07], [1.36, -0.98, -1.58], [5.35, 1.07, -1.08], [-2.77, -0.23, 5.62], [0.87, 0.83, -2.25], [0.02, 0.49, -0.61], [1.29, 0.05, -2.30], [0.78, -0.51, -0.38]],
  "nbo_charge": [1.485, 0.729, -0.565, -0.459, -0.579, 0.717, -0.622, -0.563, -0.467, 0.712, -0.689, -0.422, -0.597, 0.709, -0.533, -0.502, -0.467, 2.559, -1.082, -1.096, -1.127, -1.139]
}



2.
{
  "formula": "C61H45I4IrN4OPS",
  "method": "the ωB97M-V functional and the def2-TZVPD basis",
  "orbital_gap_ev": [6.1, 6.1],
  "max_force_ev_per_a": 0.511,
  "lumo_ev": [-3.628, -3.628],
  "charge": 1,
  "homo_ev": [-9.68, -9.68],
  "relative_energy_ev": 1.2438,
  "species": ["Ir", "I", "C", "C", "C", "C", "C", "C", "C", "C", "C", "C", "C", "C", "C", "C", "C", "C", "I", "C", "C", "C", "N", "C", "C", "C", "C", "C", "C", "I", "C", "C", "C", "C", "C", "C", "N", "C", "C", "C", "C", "C", "N", "C", "C", "C", "C", "I", "C", "C", "C", "C", "N", "H", "H", "H", "H", "H", "H", "H", "H", "H", "H", "H", "H", "H", "H", "H", "H", "H", "H", "H", "H", "H", "H", "H", "H", "C", "P", "C", "C", "C", "C", "C", "C", "C", "C", "C", "C", "C", "C", "H", "H", "H", "H", "H", "H", "H", "H", "H", "H", "H", "H", "H", "O", "S", "C", "C", "C", "C", "H", "H", "H", "H", "H", "H", "H", "H"],
  "coordinates": [[-1.02475, 0.30969, 0.42977], [3.87139, -3.94823, 7.80275], [2.83083, -3.04549, 6.23803], [3.38510, -1.95952, 5.57618], [2.68819, -1.36192, 4.53680], [1.44153, -1.83999, 4.14301], [0.89849, -2.92744, 4.82319], [1.58511, -3.53001, 5.86621], [0.68757, -1.19685, 3.02910], [0.27372, 0.12526, 3.19891], [0.54191, 0.91705, 4.36999], [-0.01158, 2.13057, 4.16746], [-0.67094, 2.08749, 2.89141], [-1.46072, 3.10637, 2.38211], [-1.56633, 4.36894, 3.16941], [-1.00925, 5.54685, 2.67965], [-1.09122, 6.72665, 3.40293], [-1.74094, 6.73326, 4.62911], [-1.86579, 8.50133, 5.72611], [-2.30983, 5.57031, 5.12752], [-2.21855, 4.39428, 4.39779], [-2.18565, 3.03540, 1.18872], [-2.16262, 2.00314, 0.28992], [-2.92527, 2.39416, -0.78177], [-3.14416, 1.64495, -1.93605], [-3.94258, 2.25386, -3.03558], [-3.36655, 2.44404, -4.28853], [-4.09383, 3.00011, -5.32989], [-5.41809, 3.35890, -5.12547], [-6.52208, 4.18892, -6.68588], [-6.01366, 3.16060, -3.88744], [-5.27558, 2.61131, -2.85050], [-2.72032, 0.33498, -2.11699], [-3.25615, -0.53759, -3.12309], [-2.80350, -1.78008, -2.85078], [-1.94259, -1.68124, -1.70315], [-1.90241, -0.38477, -1.27589], [-1.27404, -2.76574, -1.12571], [-0.52202, -2.68662, 0.03707], [0.21652, -3.78111, 0.61100], [0.78412, -3.33644, 1.74814], [0.38194, -1.96539, 1.91632], [-0.39543, -1.58416, 0.84692], [-1.39371, -4.08428, -1.80287], [-1.90187, -5.19165, -1.12728], [-2.00219, -6.42508, -1.75312], [-1.59356, -6.56033, -3.07201], [-1.73140, -8.41260, -4.01781], [-1.09471, -5.46658, -3.76621], [-0.99920, -4.23883, -3.13106], [-3.45447, 3.70258, -0.53639], [-3.01898, 4.08701, 0.68674], [-0.45708, 0.85690, 2.30921], [4.35453, -1.57941, 5.86815], [3.11853, -0.51251, 4.02236], [-0.07890, -3.30062, 4.54254], [1.14740, -4.36904, 6.38920], [1.06949, 0.57290, 5.24226], [-0.00027, 2.97956, 4.82873], [-0.50017, 5.54280, 1.72281], [-0.65046, 7.63427, 3.01419], [-2.82472, 5.57826, 6.07823], [-2.67430, 3.48973, 4.78150], [-2.33320, 2.16259, -4.45557], [-3.62908, 3.15283, -6.29420], [-7.05061, 3.42440, -3.73144], [-5.75081, 2.43555, -1.89324], [-3.94997, -0.23959, -3.89065], [-3.07443, -2.69841, -3.34155], [0.30278, -4.76461, 0.18286], [1.41847, -3.88106, 2.42661], [-2.24174, -5.08363, -0.10475], [-2.40323, -7.27353, -1.21608], [-0.78094, -5.57074, -4.79604], [-0.59231, -3.38924, -3.66747], [-4.08251, 4.26068, -1.20863], [-3.24724, 5.00113, 1.20737], [0.19921, 3.19587, -0.94354], [0.62354, 1.47998, -0.51639], [1.33231, 0.97958, -2.11425], [2.70775, 0.94432, -2.31994], [3.21122, 0.77134, -3.60048], [2.35270, 0.61708, -4.67941], [0.98088, 0.63993, -4.47565], [0.47306, 0.83180, -3.19966], [2.02859, 1.61540, 0.60671], [2.48828, 2.82652, 1.11170], [3.61033, 2.85329, 1.92945], [4.28875, 1.67986, 2.22147], [3.83581, 0.46921, 1.70994], [2.69725, 0.43000, 0.92182], [1.08608, 3.62998, -1.40703], [-0.09398, 3.77706, -0.07084], [-0.60945, 3.21008, -1.67146], [3.39258, 1.06837, -1.49188], [4.28269, 0.75579, -3.75307], [2.75290, 0.48164, -5.67540], [0.30276, 0.51930, -5.31091], [-0.59697, 0.85342, -3.04888], [1.98665, 3.75638, 0.87835], [3.96010, 3.79687, 2.32637], [5.17384, 1.70816, 2.84363], [4.37277, -0.44676, 1.92328], [2.34546, -0.50987, 0.50780], [1.90861, -1.81276, -1.26904], [2.81069, -2.48591, -2.25913], [4.34653, -2.85604, -1.35324], [4.12696, -4.18649, -0.64845], [3.49958, -5.07632, -1.71625], [2.36265, -4.26096, -2.32694], [4.51528, -1.99892, -0.70190], [5.15628, -2.91474, -2.08388], [3.43279, -4.04601, 0.18411], [5.05533, -4.59755, -0.25258], [3.13385, -6.02497, -1.32211], [4.24632, -5.30781, -2.47941], [1.45708, -4.30999, -1.72712], [2.11378, -4.53142, -3.35096]],
  "atomic_forces_ev_per_a": [[-0.49, 0.12, -0.02], [-0.01, 0.01, -0.02], [0.01, -0.01, 0.01], [0.01, 0.00, 0.00], [0.00, -0.02, -0.03], [0.06, -0.03, 0.01], [-0.01, 0.04, 0.03], [-0.01, -0.01, 0.00], [-0.02, 0.10, -0.05], [0.08, -0.05, -0.03], [-0.03, 0.06, 0.00], [0.04, -0.04, 0.03], [-0.02, 0.05, -0.07], [-0.03, -0.07, -0.05], [0.02, 0.02, 0.01], [0.02, -0.03, 0.04], [0.01, 0.02, 0.00], [-0.01, 0.01, 0.00], [0.00, -0.02, -0.02], [0.00, -0.01, 0.01], [-0.06, 0.01, -0.04], [0.07, 0.05, 0.06], [0.02, 0.00, 0.03], [0.11, 0.04, -0.04], [0.00, -0.04, -0.03], [-0.08, -0.01, -0.04], [0.03, 0.05, 0.02], [0.00, 0.01, -0.02], [-0.01, 0.00, 0.01], [0.02, -0.01, 0.02], [-0.02, 0.00, 0.00], [0.00, -0.05, -0.01], [-0.17, 0.00, 0.11], [0.04, -0.05, -0.04], [-0.04, 0.04, 0.00], [0.23, -0.03, -0.11], [-0.26, -0.07, 0.25], [0.04, 0.16, 0.03], [-0.15, -0.11, 0.00], [0.04, 0.01, -0.03], [-0.05, -0.01, -0.01], [-0.05, -0.08, 0.07], [0.41, 0.23, -0.21], [0.03, -0.07, -0.03], [-0.06, 0.03, -0.04], [0.00, -0.01, 0.01], [0.01, -0.01, -0.02], [0.00, 0.02, 0.01], [-0.01, -0.01, -0.01], [0.08, 0.00, 0.05], [0.04, 0.06, 0.05], [-0.02, -0.02, -0.04], [-0.04, 0.06, 0.05], [0.00, 0.00, 0.00], [-0.01, 0.01, 0.02], [0.00, 0.00, 0.00], [0.00, 0.00, 0.00], [0.02, 0.00, 0.00], [-0.02, 0.00, 0.02], [0.00, 0.01, 0.00], [0.00, 0.00, 0.00], [0.00, 0.00, 0.00], [0.02, -0.01, 0.01], [0.01, 0.00, 0.02], [0.00, 0.00, 0.00], [0.00, 0.00, 0.00], [0.01, 0.02, 0.01], [0.00, -0.01, 0.00], [0.04, 0.01, -0.05], [-0.03, -0.03, 0.00], [-0.01, -0.01, 0.00], [0.01, 0.00, 0.01], [-0.01, 0.00, 0.00], [0.01, 0.00, 0.00], [-0.01, 0.01, 0.00], [-0.02, -0.03, -0.02], [0.02, 0.01, 0.00], [0.07, 0.01, 0.10], [0.22, 0.11, 0.01], [-0.20, -0.07, -0.02], [0.03, 0.13, 0.00], [0.02, -0.03, -0.01], [0.01, 0.00, 0.03], [-0.01, 0.01, 0.01], [0.04, -0.13, 0.00], [0.05, -0.24, -0.03], [-0.05, 0.03, 0.07], [0.00, 0.00, 0.01], [-0.01, -0.02, -0.02], [0.00, 0.03, -0.03], [0.03, 0.01, -0.02], [0.00, 0.02, 0.03], [-0.03, -0.02, -0.02], [-0.02, -0.05, -0.01], [-0.01, -0.01, -0.01], [0.00, 0.00, 0.00], [0.00, 0.00, 0.00], [0.00, 0.00, 0.00], [-0.01, 0.02, -0.04], [-0.02, -0.01, -0.01], [0.01, 0.00, 0.00], [0.01, 0.01, 0.00], [-0.01, -0.01, 0.02], [0.03, -0.01, 0.00], [-0.08, -0.31, 0.05], [0.21, 0.15, -0.08], [0.01, 0.02, -0.02], [-0.04, 0.04, 0.01], [0.02, -0.02, -0.02], [0.00, 0.02, 0.07], [0.01, 0.00, 0.00], [0.00, -0.01, -0.01], [0.00, -0.02, 0.01], [0.01, 0.01, -0.01], [-0.01, 0.02, 0.02], [-0.01, -0.03, 0.00], [-0.08, -0.01, 0.02], [0.03, 0.01, -0.03]],
  "mulliken_charge": [1.864, 0.116, -0.227, -0.873, -0.212, -0.106, -0.412, -0.659, 1.081, 0.772, -1.553, -1.632, 0.630, 0.682, -0.319, 0.070, -0.780, -0.136, 0.123, -0.699, -0.168, 0.423, -0.388, 0.818, 1.195, -0.373, 0.165, -0.829, -0.172, 0.127, -0.757, -0.404, 0.160, -1.724, -1.875, 1.092, -0.293, 1.005, 0.592, -1.251, -1.940, 0.619, -0.650, -0.123, -0.274, -0.755, -0.364, 0.126, -0.584, -0.485, -1.616, -1.508, -0.341, 0.419, 0.723, 0.552, 0.410, 0.627, 0.624, 0.396, 0.414, 0.395, 0.532, 0.489, 0.426, 0.406, 0.573, 0.569, 0.627, 0.582, 0.764, 0.555, 0.435, 0.457, 0.760, 0.638, 0.599, -1.429, 2.023, 0.864, -0.503, -0.564, -0.816, -0.679, -0.266, 0.185, -0.895, -0.962, -0.602, -1.250, 0.749, 0.711, 0.042, 0.382, 0.522, 0.466, 0.424, 0.508, 0.082, 0.334, 0.450, 0.441, 0.552, 0.072, -0.475, 0.306, -0.747, -0.138, -0.991, 0.586, 0.094, 0.564, -0.085, 0.450, 0.414, 0.367, -0.901, 0.559]
}



3.
{
  "formula": "CHN2OS",
  "method": "the ωB97M-V functional and the def2-TZVPD basis",
  "orbital_gap_ev": [5.3, 7.0],
  "max_force_ev_per_a": 2.761,
  "lumo_ev": [3.925, 3.824],
  "charge": -1,
  "homo_ev": [-1.40, -3.16],
  "relative_energy_ev": 1.5761,
  "species": ["C", "N", "N", "O", "S", "H"],
  "coordinates": [[1.24616, -0.34200, 0.65314], [-1.45133, 0.50431, -0.62283], [-0.52266, 0.02871, -1.21027], [2.27419, 0.15834, 0.31317], [0.76555, -1.02713, 2.01390], [-2.31191, 0.67777, -1.14711]],
  "atomic_forces_ev_per_a": [[1.40, 1.10, -1.16], [1.26, -0.25, 1.31], [-0.16, 0.05, 0.40], [-0.13, 0.33, -1.20], [-1.67, -1.28, 1.78], [-0.71, 0.05, -1.14]],
  "nbo_charge": [0.300, -0.402, -0.169, -0.617, -0.364, 0.252]
}